Record 1
Density functional theory data (ωB97M-V/def2-TZVPD) for a structure of composition C15H48BNO5 at a distorted geometry.

Results
2S+1 ... 1
DFT total energy ... -1054.86045 a.u.
Highest occupied orbital energy ... -6.72 eV
Relative energy (zero: lowest compared OMol25 entry of this formula, charge and spin) ... 670.8 kcal per mole

Last column: natural (NBO) charge in e.
Atoms and positions in Å:
N1 -0.8445 0.4815 0.2423  -1.171
H1 0.0359 0.6767 0.6972  0.331
H2 -0.9756 1.1813 -0.4741  0.400
H3 -1.6748 0.5222 0.8159  0.403
H4 -0.9083 -0.4105 -0.2272  0.408
B1 0.6599 0.4562 1.6993  -0.764
H5 0.1395 1.3791 1.4951  0.050
H6 1.5820 0.6788 2.2136  0.007
H7 0.0981 -0.2266 2.3177  0.096
H8 0.8703 0.0231 0.7338  0.143
C1 0.4542 3.0692 -0.5842  -0.649
C2 -0.3502 2.4545 -1.7647  0.082
C3 0.2956 1.3164 -2.4615  -0.678
O1 -1.5383 1.9270 -1.2441  -0.712
H9 1.4237 3.4534 -0.9013  0.212
H10 0.6000 2.3443 0.2167  0.266
H11 -0.0033 3.9441 -0.1223  0.188
H12 -0.5980 3.2332 -2.4860  0.178
H13 1.3168 1.5754 -2.7413  0.227
H14 -0.2142 1.1316 -3.4071  0.189
H15 0.4297 0.4172 -1.8603  0.259
H16 -2.1926 2.0143 -1.9412  0.490
C4 3.5475 0.2015 0.6591  -0.623
C5 2.8505 1.4945 0.1188  0.100
C6 3.5701 2.0060 -1.1377  -0.630
O2 1.6345 1.0020 -0.2211  -0.802
H17 3.6519 -0.6154 -0.0550  0.190
H18 2.9540 -0.2004 1.4803  0.221
H19 4.4991 0.5789 1.0333  0.192
H20 2.7715 2.2607 0.8900  0.172
H21 3.2487 2.9948 -1.4648  0.199
H22 3.5580 1.3472 -2.0060  0.207
H23 4.6462 2.0975 -0.9897  0.205
H24 1.2432 0.7518 0.6191  0.433
C7 -0.8517 -2.9303 -1.9629  -0.636
C8 -0.7166 -1.3776 -1.6571  0.100
C9 -1.3831 -0.4695 -2.7068  -0.649
O3 -1.2754 -1.2425 -0.3913  -0.677
H25 -0.4590 -3.2322 -2.9339  0.218
H26 -1.8990 -3.2309 -1.9335  0.206
H27 -0.3673 -3.5459 -1.2051  0.218
H28 0.3049 -1.0724 -1.4305  0.199
H29 -0.7357 -0.4750 -3.5837  0.217
H30 -1.5061 0.5169 -2.2594  0.238
H31 -2.3501 -0.8889 -2.9842  0.201
H32 -1.0620 -2.0499 0.0822  0.548
C10 1.2976 -2.8116 2.9718  -0.617
C11 1.6667 -1.8042 1.9068  0.030
C12 2.6201 -2.3740 0.9192  -0.612
O4 0.4480 -1.5086 1.2014  -0.817
H33 2.1780 -3.0578 3.5654  0.197
H34 0.8340 -3.7579 2.6930  0.203
H35 0.5186 -2.5138 3.6736  0.210
H36 2.0335 -0.8828 2.3591  0.226
H37 2.1590 -3.2339 0.4333  0.200
H38 3.6009 -2.6279 1.3213  0.201
H39 2.8360 -1.6126 0.1696  0.209
H40 0.3310 -0.5583 1.2700  0.393
C13 -4.7847 0.8095 0.5842  -0.626
C14 -3.5999 0.2557 1.3194  0.090
C15 -3.2433 -1.2411 1.0126  -0.652
O5 -2.4668 1.0491 0.9185  -0.636
H41 -4.5796 0.7657 -0.4854  0.207
H42 -4.9173 1.8450 0.8977  0.206
H43 -5.6848 0.2266 0.7794  0.221
H44 -3.7490 0.3021 2.3982  0.178
H45 -2.3120 -1.4897 1.5216  0.221
H46 -3.0530 -1.3932 -0.0499  0.237
H47 -4.0007 -1.9357 1.3759  0.216
H48 -2.6122 1.9863 1.0671  0.513

---

Record 2
Density functional theory data (ωB97M-V/def2-TZVPD) for a structure of composition C15H50AlINO9 at a distorted geometry.

Results
2S+1 ... 1
DFT total energy ... -1873.34575 a.u.
Highest occupied orbital energy ... -3.97 eV
Total charge ... -1

Last column: Löwdin charge in e.
Atoms and positions in Å:
C1 2.7551 -0.4117 2.6441  -0.185
C2 1.3318 -0.8934 2.5591  -0.235
Al1 0.1081 -0.0856 1.0826  -0.178
N1 -0.1321 -1.3322 -0.3687  -0.126
I1 1.4456 1.9520 0.0387  0.221
C3 -1.6310 0.6702 1.8647  -0.433
C4 -1.3382 2.0313 2.7308  -0.211
C5 -2.4641 -0.3561 2.8343  -0.272
C6 -3.5976 -1.2364 2.0096  -0.143
H1 2.9803 0.7265 2.8348  0.031
H2 3.6711 -1.1568 2.5393  0.036
H3 0.9745 -1.7028 3.3439  0.026
H4 -0.8827 -1.0467 -1.0360  -0.016
H5 -0.2293 -2.3210 -0.0474  -0.023
H6 -2.3245 0.9698 0.9709  0.079
H7 -2.4049 2.4310 3.0879  0.076
H8 -0.7145 1.7420 3.6966  0.082
H9 -0.8362 2.8982 2.1047  0.035
H10 -3.0835 0.2963 3.6186  0.083
H11 -1.7960 -1.1166 3.4379  0.095
H12 -3.7534 -0.8466 0.9159  0.068
H13 -3.2112 -2.3592 1.9618  0.072
H14 -4.6290 -1.1417 2.5747  0.044
C7 2.9666 6.3424 0.6288  -0.174
O1 1.6355 6.0802 1.0337  -0.155
H15 3.1459 7.4191 0.6733  0.074
H16 3.6603 5.8315 1.3011  0.077
H17 3.1120 5.9931 -0.3964  0.069
H18 1.5060 5.1178 0.9840  0.025
C8 0.9726 -4.1414 -3.0013  -0.165
O2 1.7099 -4.6127 -1.8883  -0.144
H19 0.6377 -4.9963 -3.5933  0.061
H20 0.1028 -3.5796 -2.6519  0.071
H21 1.6096 -3.5018 -3.6170  0.073
H22 1.9937 -3.8324 -1.3823  0.080
C9 -1.5116 -7.0433 -3.8953  -0.176
O3 -1.5795 -6.4587 -5.1830  -0.135
H23 -1.4872 -6.2491 -3.1455  0.077
H24 -2.3922 -7.6692 -3.7314  0.072
H25 -0.6032 -7.6453 -3.8149  0.077
H26 -1.5999 -7.1871 -5.8268  0.079
C10 4.7119 -4.0193 -4.3640  -0.168
O4 4.4404 -2.8672 -5.1407  -0.138
H27 3.9380 -4.7665 -4.5544  0.077
H28 5.6861 -4.4274 -4.6440  0.072
H29 4.7067 -3.7546 -3.3038  0.079
H30 5.1431 -2.2224 -4.9509  0.066
C11 -6.5447 0.8914 3.6274  -0.165
O5 -5.3336 0.6090 4.3040  -0.147
H31 -6.3469 1.6131 2.8313  0.084
H32 -6.9428 -0.0283 3.1918  0.068
H33 -7.2654 1.3162 4.3304  0.069
H34 -5.5403 -0.0334 5.0040  0.089
C12 6.7362 -0.0542 -6.5106  -0.172
O6 7.4735 -0.5255 -5.3976  -0.136
H35 6.4012 -0.9091 -7.1026  0.080
H36 5.8664 0.5075 -6.1612  0.081
H37 7.3732 0.5854 -7.1264  0.073
H38 7.7572 0.2548 -4.8916  0.084
C13 1.5283 8.4040 -2.5184  -0.169
O7 1.9493 7.0765 -2.7734  -0.135
H39 2.0634 9.0812 -3.1881  0.076
H40 0.4541 8.4879 -2.7007  0.075
H41 1.7545 8.6661 -1.4819  0.069
H42 1.4580 6.4989 -2.1648  0.080
C14 -6.5634 -4.1580 2.4309  -0.166
O8 -5.5570 -3.5304 3.2040  -0.145
H43 -7.2049 -3.3901 1.9922  0.078
H44 -6.0996 -4.7421 1.6323  0.076
H45 -7.1636 -4.8087 3.0715  0.069
H46 -5.0039 -4.2361 3.5802  0.086
C15 0.3387 4.4532 5.6838  -0.164
O9 0.0054 4.0764 4.3604  -0.146
H47 -0.0905 3.7275 6.3785  0.079
H48 1.4255 4.4647 5.7976  0.073
H49 -0.0711 5.4437 5.8958  0.069
H50 0.3995 4.7383 3.7669  0.081

---

Record 3
Density functional theory data (ωB97M-V/def2-TZVPD) for a structure of composition C15H51FGaO11.

Results
2S+1 ... 1
DFT total energy ... -3454.22063 a.u.
Highest occupied orbital energy ... -5.05 eV
Total charge ... -1
Relative energy (zero: lowest compared OMol25 entry of this formula, charge and spin) ... 0.0 kcal per mole

Last column: Löwdin charge in e.
Atoms and positions in Å:
C1 -1.5422 2.0629 1.4892  -0.070
C2 -0.7725 1.8859 0.5672  -0.188
Ga1 0.7577 1.9474 -0.7074  0.303
F1 0.4923 0.5363 -1.9103  -0.377
C3 2.4715 1.7027 0.2741  -0.350
C4 2.6667 2.8338 1.2913  -0.221
H1 -2.1866 2.2101 2.3197  -0.009
H2 0.7182 3.3199 -1.5368  -0.055
H3 3.3258 1.5895 -0.3985  0.038
H4 2.3847 0.7659 0.8339  0.025
H5 2.4690 3.8241 0.8683  0.049
H6 3.6814 2.8382 1.7105  0.042
H7 1.9887 2.6903 2.1372  0.054
C5 -5.2866 3.0484 0.4386  -0.148
O1 -4.8192 3.2610 1.7697  -0.141
H8 -4.5675 2.3989 -0.0537  0.077
H9 -6.2682 2.5664 0.4453  0.063
H10 -5.3491 3.9943 -0.1066  0.074
H11 -5.4410 3.8430 2.2138  0.065
C6 4.3999 -1.1634 2.7622  -0.171
O2 4.4514 0.1805 2.3210  -0.114
H12 3.4430 -1.5653 2.4358  0.081
H13 5.2085 -1.7558 2.3244  0.067
H14 4.4620 -1.2355 3.8535  0.071
H15 5.2873 0.5686 2.5923  0.078
C7 6.0441 -4.0079 4.0994  -0.162
O3 6.9582 -2.9273 4.2571  -0.132
H16 6.1172 -4.3452 3.0690  0.072
H17 6.3047 -4.8340 4.7666  0.075
H18 5.0165 -3.6924 4.2947  0.073
H19 6.9005 -2.6160 5.1640  0.072
C8 -0.3284 -2.5096 -3.7588  -0.184
O4 -0.2463 -2.0030 -2.4461  -0.130
H20 -0.5959 -3.5656 -3.6956  0.081
H21 -1.1087 -1.9950 -4.3382  0.072
H22 0.6184 -2.4224 -4.3042  0.069
H23 -0.0153 -1.0552 -2.5057  0.034
C9 -0.0927 5.0467 3.5627  -0.186
O5 -0.3989 4.9561 2.1904  -0.131
H24 0.9073 5.4711 3.6407  0.073
H25 -0.7891 5.6971 4.1066  0.066
H26 -0.0842 4.0618 4.0431  0.072
H27 -1.2606 4.5384 2.0910  0.046
C10 1.9287 2.7542 -5.0225  -0.145
O6 1.8896 1.3597 -4.7516  -0.141
H28 2.7093 2.9486 -5.7560  0.075
H29 0.9730 3.0978 -5.4282  0.077
H30 2.1538 3.3141 -4.1126  0.071
H31 1.2015 1.2248 -4.0839  0.064
C11 2.0492 -1.4676 -7.1108  -0.184
O7 2.7886 -1.1345 -5.9566  -0.132
H32 2.5807 -2.2713 -7.6203  0.071
H33 1.0413 -1.8238 -6.8690  0.066
H34 1.9616 -0.6208 -7.8011  0.072
H35 2.3187 -0.4175 -5.5037  0.034
C12 -6.8582 -0.4003 1.5055  -0.153
O8 -7.9919 0.3297 1.0288  -0.139
H36 -6.1857 -0.5503 0.6649  0.081
H37 -6.3272 0.1468 2.2845  0.062
H38 -7.1547 -1.3784 1.8950  0.072
H39 -8.5833 0.4670 1.7730  0.065
C13 -4.0259 -1.1041 -3.0787  -0.167
O9 -3.5573 -2.4126 -2.8009  -0.128
H40 -5.1131 -1.1317 -3.0178  0.070
H41 -3.6521 -0.3776 -2.3522  0.079
H42 -3.7447 -0.7734 -4.0844  0.071
H43 -2.5954 -2.3840 -2.8531  0.028
C14 -4.5373 -2.1125 4.4814  -0.163
O10 -4.6608 -0.7586 4.0778  -0.127
H44 -5.3772 -2.6503 4.0463  0.072
H45 -3.6108 -2.5620 4.1154  0.080
H46 -4.5803 -2.2212 5.5697  0.071
H47 -3.9218 -0.2619 4.4397  0.077
C15 3.6098 -3.5576 -0.1058  -0.137
O11 3.9182 -4.8074 0.5213  -0.139
H48 2.5285 -3.4581 -0.1312  0.085
H49 4.0360 -2.7262 0.4562  0.052
H50 3.9927 -3.5307 -1.1283  0.079
H51 4.8746 -4.8942 0.5377  0.057